No. 1
3 unconnected molecules or ions with the total composition C27H35F3IO9P, computed with ωB97M-V/def2-TZVPD.

Positions of all 76 atoms, in Å:
1 C 2.409 -3.677 1.178
2 O 3.391 -3.013 0.407
3 C 2.869 -2.132 -0.564
4 C 3.985 -1.232 -1.082
5 C 3.436 0.080 -1.663
6 C 3.475 1.247 -0.649
7 C 2.320 1.147 0.294
8 C 2.349 0.751 1.572
9 C 3.587 0.364 2.331
10 O 3.915 1.321 3.355
11 C 4.894 2.176 3.036
12 F 4.651 2.844 1.886
13 F 6.087 1.556 2.862
14 F 5.023 3.062 4.019
15 C 1.060 0.644 2.330
16 O 1.023 0.780 3.527
17 C -0.141 0.304 1.498
18 C -1.211 -0.420 2.014
19 O -1.258 -0.805 3.315
20 C -2.283 -0.739 1.170
21 O -3.362 -1.382 1.733
22 C -2.328 -0.378 -0.182
23 P -3.909 -0.879 -1.001
24 C -3.898 -2.703 -0.714
25 C -3.629 -0.975 -2.818
26 C -1.265 0.415 -0.679
27 C -1.287 0.981 -2.074
28 C -2.223 2.149 -2.310
29 O -2.594 2.501 -3.377
30 I -2.846 3.274 -0.563
31 C -0.186 0.726 0.160
32 C 0.987 1.533 -0.291
33 O 0.920 2.448 -1.081
34 H 2.235 -4.688 0.795
35 H 1.459 -3.133 1.168
36 H 2.768 -3.744 2.205
37 H 2.423 -2.695 -1.397
38 H 2.068 -1.524 -0.120
39 H 4.660 -1.034 -0.245
40 H 4.564 -1.774 -1.830
41 H 2.392 -0.096 -1.949
42 H 3.966 0.370 -2.569
43 H 4.423 1.239 -0.114
44 H 3.414 2.188 -1.197
45 H 3.415 -0.580 2.851
46 H 4.439 0.218 1.670
47 H -1.030 -1.741 3.423
48 H -3.150 -2.309 1.889
49 H -4.414 -3.171 -1.553
50 H -4.426 -2.947 0.204
51 H -2.887 -3.118 -0.682
52 H -4.481 -1.554 -3.182
53 H -3.679 0.001 -3.293
54 H -2.731 -1.515 -3.122
55 H -1.513 0.234 -2.827
56 H -0.316 1.402 -2.337
57 C -1.928 3.722 -6.138
58 C -1.800 4.213 -7.559
59 C -1.437 5.669 -7.741
60 O -1.978 3.483 -8.506
61 H -2.194 2.669 -6.131
62 H -0.984 3.862 -5.608
63 H -2.695 4.289 -5.610
64 H -0.478 5.877 -7.264
65 H -2.190 6.303 -7.270
66 H -1.375 5.902 -8.801
67 C -1.071 -2.039 6.894
68 C -1.842 -2.911 5.939
69 C -3.132 -3.505 6.440
70 O -1.444 -3.122 4.814
71 H -0.170 -1.668 6.412
72 H -1.689 -1.195 7.203
73 H -0.805 -2.609 7.786
74 H -3.815 -2.706 6.733
75 H -2.942 -4.124 7.318
76 H -3.591 -4.108 5.661

gap between HOMO and LUMO: 7.623 eV
SMILES: COCCCCC1=C(COC(F)(F)F)C(=O)c2c(O)c(O)c(P(C)C)c(CC(=O)I)c2C1=O.CC(C)=O.CC(C)=O

---

No. 2
A molecular structure, C27H35FN4OsP2 in a non-equilibrium geometry, computed with ωB97M-V/def2-TZVPD.

Positions of all 70 atoms, in Å:
1 Os 3.722 -1.660 2.764
2 C 3.074 -3.660 2.570
3 C 2.957 -2.975 1.318
4 C 1.648 -2.402 0.833
5 C 1.157 -1.069 1.446
6 C 1.920 -0.605 2.663
7 C 1.917 -1.397 3.861
8 C 1.168 -2.707 4.017
9 C 1.824 -3.945 3.363
10 C 4.797 -1.706 4.451
11 H 3.906 -4.365 2.670
12 H 3.653 -3.217 0.505
13 H 0.864 -3.174 0.906
14 H 1.844 -2.222 -0.236
15 H 1.212 -0.292 0.668
16 H 0.076 -1.137 1.671
17 H 2.055 0.479 2.748
18 H 2.077 -0.851 4.801
19 H 0.116 -2.628 3.703
20 H 1.118 -2.898 5.104
21 H 2.106 -4.622 4.175
22 H 1.101 -4.493 2.738
23 H 5.102 -2.752 4.671
24 H 4.273 -1.282 5.324
25 H 5.704 -1.100 4.226
26 P -1.027 2.344 -0.203
27 P -0.066 0.091 -2.556
28 N -2.234 2.461 1.085
29 N -1.118 4.099 -0.630
30 N -1.098 -1.300 -2.191
31 N 0.219 -0.335 -4.259
32 C -2.177 1.747 -1.541
33 C -1.452 1.311 -2.835
34 C -2.009 1.928 2.367
35 C -3.141 2.144 3.147
36 C -4.096 2.842 2.335
37 C -3.527 2.995 1.075
38 C 0.002 4.940 -0.699
39 C -0.411 6.220 -1.074
40 C -1.830 6.168 -1.260
41 C -2.221 4.856 -1.031
42 C -0.815 -2.092 -1.077
43 C -1.799 -3.055 -0.921
44 C -2.760 -2.823 -1.955
45 C -2.333 -1.718 -2.680
46 C -0.625 -0.903 -5.223
47 C -0.021 -0.823 -6.473
48 C 1.243 -0.163 -6.289
49 C 1.362 0.131 -4.937
50 H -2.905 2.529 -1.820
51 H -2.721 0.895 -1.098
52 H -2.185 0.896 -3.553
53 H -0.939 2.170 -3.304
54 H -1.077 1.428 2.587
55 H -3.280 1.855 4.180
56 H -5.067 3.213 2.629
57 H -3.962 3.403 0.180
58 H 0.992 4.552 -0.502
59 H 0.214 7.095 -1.206
60 H -2.496 6.976 -1.521
61 H -3.184 4.402 -1.180
62 H 0.048 -1.875 -0.484
63 H -1.815 -3.828 -0.162
64 H -3.649 -3.401 -2.154
65 H -2.806 -1.176 -3.482
66 H -1.583 -1.309 -4.955
67 H -0.439 -1.191 -7.401
68 H 1.964 0.063 -7.068
69 H 2.140 0.641 -4.390
70 F 5.290 -1.723 1.569

gap between HOMO and LUMO (spin up / spin down): 5.486 / 3.063 eV
energy relative to the best compared isomer or geometry (same formula, charge and spin): 0.0 kJ/mol
spin multiplicity: 5
net charge: +2
<S²>: 6.0367

---

No. 3
2 unconnected molecules or ions with the total composition C27H35N4O in a non-equilibrium geometry, computed with ωB97M-V/def2-TZVPD.

Positions of all 67 atoms, in Å:
1 C -2.100 5.194 0.058
2 N -1.882 3.766 0.189
3 C -2.927 2.900 0.335
4 O -4.109 3.217 0.410
5 C -2.352 1.486 0.398
6 C -2.921 0.569 -0.689
7 C -4.403 0.317 -0.518
8 C -5.284 0.586 -1.569
9 C -6.660 0.458 -1.370
10 C -7.149 0.014 -0.134
11 C -6.259 -0.316 0.895
12 C -4.881 -0.177 0.699
13 N -0.916 1.720 0.257
14 C -0.049 0.681 0.262
15 C 1.318 0.833 0.042
16 C 2.278 -0.160 0.240
17 C 3.690 0.082 0.075
18 C 4.701 -0.894 0.320
19 C 6.056 -0.592 0.195
20 C 6.482 0.682 -0.213
21 C 7.876 0.996 -0.345
22 N 9.016 1.261 -0.414
23 C 5.514 1.662 -0.441
24 C 4.161 1.364 -0.345
25 C -0.571 3.144 0.046
26 C -0.019 3.415 -1.367
27 C 0.387 3.714 1.108
28 H -3.170 5.399 0.158
29 H -1.559 5.748 0.836
30 H -1.761 5.565 -0.919
31 H -2.557 1.058 1.395
32 H -2.738 1.039 -1.670
33 H -2.375 -0.390 -0.670
34 H -4.874 0.930 -2.523
35 H -7.343 0.710 -2.181
36 H -8.224 -0.082 0.024
37 H -6.626 -0.675 1.857
38 H -4.167 -0.424 1.489
39 H -0.495 -0.305 0.482
40 H 1.634 1.827 -0.257
41 H 1.945 -1.025 0.834
42 H 4.418 -1.908 0.626
43 H 6.831 -1.341 0.418
44 H 5.834 2.677 -0.704
45 H 3.448 2.158 -0.586
46 H -0.796 3.194 -2.112
47 H 0.268 4.474 -1.435
48 H 0.861 2.809 -1.601
49 H -0.118 3.736 2.084
50 H 1.301 3.119 1.197
51 H 0.662 4.740 0.822
52 C 0.629 -7.197 0.136
53 C 1.019 -5.918 0.873
54 C 1.394 -4.766 -0.065
55 C 1.723 -3.499 0.715
56 N 1.894 -2.296 -0.138
57 H 0.278 -7.938 0.859
58 H -0.175 -7.016 -0.588
59 H 1.498 -7.607 -0.391
60 H 0.188 -5.574 1.508
61 H 1.870 -6.109 1.543
62 H 2.265 -5.023 -0.687
63 H 0.555 -4.562 -0.746
64 H 0.945 -3.319 1.468
65 H 2.662 -3.607 1.268
66 H 1.104 -2.145 -0.762
67 H 2.756 -2.381 -0.681

gap between HOMO and LUMO: 6.426 eV
energy relative to the best compared isomer or geometry (same formula, charge and spin): 215.7 kJ/mol
net charge: +1

---

Computed DFT total energy (eV) in order:
-72535.367 -58267.910 -36566.794